# C38H33N2PTi

A molecular structure, C38H33N2PTi in a non-equilibrium geometry (the ωB97M-V functional and the def2-TZVPD basis, OMol25).

Structure (XYZ):
```
75
C38H33N2PTi, DFT the ωB97M-V functional and the def2-TZVPD basis
Ti -0.2534 1.2361 -1.1899
C -0.9188 3.4745 -0.7528
C -1.0135 3.2570 -2.1415
C -1.9744 2.2465 -2.3645
C -2.4644 1.8254 -1.1099
C -1.8137 2.5972 -0.1164
H -0.3441 4.2605 -0.2788
H -0.5308 3.8550 -2.9036
H -2.3704 1.9481 -3.3274
H -3.2884 1.1417 -0.9438
H -2.0805 2.6150 0.9302
C -1.5226 1.2437 3.4144
C -2.6350 0.4345 2.8147
C -3.8569 0.4646 3.4811
C -4.9630 -0.2187 3.0160
C -4.8672 -0.9362 1.8379
C -3.6668 -0.9686 1.1540
C -2.5219 -0.3315 1.6411
P -0.9745 -0.5015 0.6417
C 0.2145 -1.3836 1.7379
C -0.0931 -1.6608 3.0701
C 0.8389 -2.2449 3.9095
C 2.0757 -2.6175 3.4112
C 2.3591 -2.4159 2.0723
C 1.4527 -1.7945 1.2218
C 1.8133 -1.6701 -0.2290
C -1.3770 -1.8981 -0.4598
C -1.8239 -3.1222 0.0415
C -2.1671 -4.1399 -0.8262
C -2.0792 -3.9368 -2.1967
C -1.6054 -2.7395 -2.6904
C -1.2216 -1.7085 -1.8315
C -0.5697 -0.4885 -2.4001
H -1.7633 1.4885 4.4459
H -1.4081 2.1916 2.8870
H -0.5756 0.7111 3.4014
H -3.9368 1.0356 4.3957
H -5.8913 -0.1876 3.5653
H -5.7165 -1.4809 1.4540
H -3.6227 -1.5162 0.2255
H -1.0782 -1.4374 3.4519
H 0.5995 -2.4046 4.9502
H 2.8009 -3.0941 4.0534
H 3.3023 -2.7563 1.6687
H 2.8835 -1.4931 -0.3372
H 1.2622 -0.8610 -0.7163
H 1.5738 -2.5972 -0.7546
H -1.9114 -3.2615 1.1103
H -2.5180 -5.0845 -0.4387
H -2.3704 -4.7201 -2.8793
H -1.5183 -2.5929 -3.7578
H -1.1630 -0.1745 -3.2740
H 0.3896 -0.8460 -2.8221
C 2.5306 1.6712 2.1036
C 1.3543 1.6813 1.3787
N 1.3017 1.5547 0.0506
C 2.5005 1.4740 -0.6046
C 3.7539 1.4520 0.0569
C 3.7514 1.5390 1.4489
C 4.9353 1.3426 -0.7388
C 4.8758 1.3139 -2.0919
C 3.6273 1.3936 -2.7818
C 3.4965 1.4382 -4.1680
C 2.2241 1.5584 -4.7164
C 1.1143 1.5937 -3.8902
N 1.1909 1.5173 -2.5590
C 2.4392 1.4433 -2.0105
H 2.4900 1.7525 3.1775
H 0.4033 1.7857 1.8794
H 4.6767 1.5126 2.0023
H 5.8831 1.2905 -0.2240
H 5.7736 1.2429 -2.6867
H 4.3729 1.4054 -4.7943
H 2.0920 1.6051 -5.7838
H 0.1200 1.6942 -4.3121
```

2S+1   2
Kohn-Sham gap (spin up / spin down)   6.14 / 7.09 eV
LUMO level (spin up / spin down)   -3.61 / -3.83 eV
HOMO (spin up / spin down)   -9.743 / -10.921 eV
Energy above the lowest of the compared OMol25 structures with the same formula, charge and spin   19.9 kcal/mol
Charge   +1



# C38H33N6O3PSeTi

A molecular structure, C38H33N6O3PSeTi in a non-equilibrium geometry (the ωB97M-V functional and the def2-TZVPD basis, OMol25).

Structure (XYZ):
```
83
C38H33N6O3PSeTi, DFT the ωB97M-V functional and the def2-TZVPD basis
Ti 0.1129 0.0636 0.0430
C -5.3684 -0.1507 0.4998
C -3.9379 -0.6479 0.3143
C -3.0946 -0.2463 1.5139
C -3.2736 -0.0401 -0.9392
C -4.1135 -0.2399 -2.2049
O -3.2773 -1.0318 -3.0479
C -2.1200 -1.2389 -2.4294
N -1.9557 -0.6821 -1.2757
C -1.2442 -2.1296 -3.2279
C -1.8730 -2.8714 -4.2373
C -1.1607 -3.7411 -5.0411
C 0.2067 -3.8800 -4.8688
C 0.8426 -3.1444 -3.8868
C 0.1303 -2.2789 -3.0512
P 1.1762 -1.3665 -1.8943
C 2.3125 -0.5451 -3.0274
C 1.8161 0.5906 -3.6685
C 2.6038 1.2669 -4.5822
C 3.8890 0.8151 -4.8554
C 4.3805 -0.3173 -4.2244
C 3.5951 -1.0051 -3.3108
C 2.0499 -2.6847 -0.9836
C 3.2630 -2.4400 -0.3399
C 3.8556 -3.4204 0.4380
C 3.2434 -4.6555 0.5913
C 2.0354 -4.9049 -0.0378
C 1.4385 -3.9259 -0.8156
H -5.7570 -0.5000 1.4544
H -6.0522 -0.4995 -0.2684
H -5.3989 0.9388 0.5109
H -3.9384 -1.7384 0.1947
H -3.2384 0.8236 1.6830
H -2.0608 -0.4449 1.2201
H -3.3221 -0.7770 2.4356
H -3.1026 1.0253 -0.7593
H -4.3617 0.6807 -2.7313
H -5.0222 -0.8156 -2.0311
H -2.9337 -2.7623 -4.3902
H -1.6752 -4.3018 -5.8087
H 0.7760 -4.5496 -5.4957
H 1.9128 -3.2459 -3.7690
H 0.8144 0.9527 -3.4484
H 2.2188 2.1437 -5.0802
H 4.5042 1.3436 -5.5682
H 5.3752 -0.6729 -4.4488
H 3.9848 -1.8921 -2.8300
H 3.7706 -1.4933 -0.4605
H 4.8051 -3.2236 0.9147
H 3.7112 -5.4218 1.1907
H 1.5562 -5.8664 0.0710
H 0.4982 -4.1440 -1.3005
Se 5.1363 0.4898 5.8801
N 5.3084 0.4560 4.1083
C 4.1145 0.5795 3.5836
C 3.8634 0.6332 2.1553
C 4.8760 0.7962 1.2021
C 4.5082 0.9928 -0.1112
C 3.1582 0.9082 -0.4615
N 2.1918 0.6623 0.4196
C 2.5347 0.6209 1.7244
C 1.4420 0.7829 2.6668
N 0.2379 1.0055 2.1069
C -0.7387 1.4357 2.8935
C -0.5932 1.5817 4.2751
C 0.6143 1.2778 4.8634
C 1.6780 0.8954 4.0387
C 3.0341 0.6999 4.5153
N 3.3687 0.6727 5.7805
H 5.9088 0.8208 1.5198
H 5.2370 1.1974 -0.8810
H 2.8553 1.0427 -1.4896
H -1.6719 1.6877 2.4135
H -1.4274 1.9398 4.8580
H 0.7694 1.3700 5.9281
O -2.0180 3.5611 -0.6191
C -1.2954 2.6499 -0.6362
N -0.5482 1.7097 -0.6548
C -0.4380 -2.5998 1.5535
O -0.0137 -1.4244 0.9181
H -0.8678 -2.3375 2.5273
H 0.4298 -3.2516 1.6822
H -1.1923 -3.0894 0.9273
```

Kohn-Sham gap   7.39 eV
LUMO level   -6.70 eV
HOMO   -14.088 eV
Energy above the lowest of the compared OMol25 structures with the same formula, charge and spin   37.3 kcal/mol
Charge   +2



# C38H34AuI2N2OP2

A molecular structure, C38H34AuI2N2OP2 in a non-equilibrium geometry (the ωB97M-V functional and the def2-TZVPD basis, OMol25).

Structure (XYZ):
```
80
C38H34AuI2N2OP2, DFT the ωB97M-V functional and the def2-TZVPD basis
Au -0.1368 1.8115 -0.0126
I -7.8133 1.3828 0.4182
C -5.7587 1.0952 0.2754
C -5.2595 -0.0693 -0.2966
C -3.8703 -0.2517 -0.4011
I -3.2357 -2.0636 -1.3059
C -2.9438 0.7138 0.0537
O -1.6723 0.6729 -0.0183
C -3.5057 1.8699 0.6246
C -2.4908 2.8971 1.0863
N -1.5260 3.2358 -0.0091
C -1.7244 4.7371 -0.2079
C -0.3220 5.0547 -0.2735
C 0.3780 6.2160 -0.5026
C 1.7656 6.1168 -0.4715
C 2.3605 4.8777 -0.2193
C 1.5375 3.7805 -0.0026
N 0.1926 3.8516 -0.0183
C -4.8892 2.0708 0.7436
H -5.9338 -0.8334 -0.6668
H -1.9295 2.5067 1.9461
H -3.0465 3.7559 1.4813
H -1.9769 2.9653 -0.9259
H -2.1828 5.2783 0.6253
H -2.2544 4.9446 -1.1428
H -0.1261 7.1527 -0.6949
H 2.3826 6.9923 -0.6437
H 3.4372 4.7647 -0.1933
H 1.9307 2.7877 0.1931
H -5.2597 2.9865 1.1900
C 1.4657 -2.0216 0.1594
P 0.5797 -0.3937 -0.0126
C 0.1911 0.0653 1.7041
C -0.9256 0.8906 1.9190
C -1.3274 1.2418 3.2107
C -0.6151 0.7774 4.3116
C 0.4968 -0.0380 4.1202
C 0.8928 -0.3953 2.8270
C 1.9388 0.7237 -0.4730
C 2.9924 1.0746 0.3818
C 4.0143 1.9265 -0.0495
C 3.9982 2.4413 -1.3422
C 2.9597 2.1053 -2.2058
C 1.9398 1.2529 -1.7737
P 1.6083 -3.0246 -1.4174
C -0.1487 -3.4353 -1.7195
C -0.7028 -3.1244 -2.9701
C -2.0451 -3.3977 -3.2470
C -2.8525 -3.9856 -2.2761
C -2.3184 -4.3018 -1.0303
C -0.9762 -4.0287 -0.7533
C 2.3095 -4.6004 -0.8010
C 1.8432 -5.8439 -1.2578
C 2.3967 -7.0408 -0.7923
C 3.4453 -7.0163 0.1214
C 3.9483 -5.7953 0.5593
C 3.3908 -4.5993 0.0953
H 0.9395 -2.6289 0.9031
H 2.4719 -1.8404 0.5487
H -1.5074 1.2599 1.0759
H -2.2007 1.8731 3.3524
H -0.9277 1.0478 5.3166
H 1.0550 -0.4029 4.9784
H 1.7615 -1.0388 2.7227
H 3.0415 0.6947 1.3971
H 4.8226 2.1878 0.6290
H 4.7921 3.1037 -1.6762
H 2.9402 2.5043 -3.2161
H 1.1406 1.0043 -2.4703
H -0.0936 -2.6596 -3.7429
H -2.4591 -3.1474 -4.2199
H -3.8971 -4.1953 -2.4902
H -2.9452 -4.7602 -0.2696
H -0.5872 -4.2927 0.2270
H 1.0399 -5.9034 -1.9894
H 2.0101 -7.9905 -1.1530
H 3.8792 -7.9461 0.4790
H 4.7830 -5.7700 1.2549
H 3.8331 -3.6670 0.4369
H 1.4788 1.8115 -0.0126
```

Kohn-Sham gap   5.10 eV
LUMO level   -4.17 eV
HOMO   -9.268 eV
Charge   +1



# C38H34CuN5O3P2S3Te

A molecular structure, C38H34CuN5O3P2S3Te in a non-equilibrium geometry (the ωB97M-V functional and the def2-TZVPD basis, OMol25).

Structure (XYZ):
```
87
C38H34CuN5O3P2S3Te, DFT the ωB97M-V functional and the def2-TZVPD basis
Cu 0.3346 3.6090 1.2867
C 4.3449 2.8143 0.0278
C 2.8942 3.1930 0.1093
N 2.0809 2.6714 1.0442
N 2.6728 1.8446 1.9774
C 2.4103 1.9958 3.2724
N 2.8496 0.9484 4.0536
S 1.6315 3.3374 3.9073
C 2.3119 4.1544 -0.7585
C 2.9761 4.6721 -1.9068
C 2.3529 5.5960 -2.7002
C 1.0590 6.0344 -2.3733
C 0.4605 5.4898 -1.2527
N 1.0347 4.5848 -0.4560
H 4.5006 1.8342 -0.4454
H 4.9194 3.5466 -0.5371
H 4.7684 2.7631 1.0330
H 3.0732 0.9777 1.6482
H 2.8196 0.0279 3.6367
H 2.5000 0.9916 4.9944
H 3.9647 4.3136 -2.1671
H 2.8519 5.9761 -3.5839
H 0.5310 6.7570 -2.9807
H -0.5449 5.7766 -0.9747
Te -0.9604 -2.6985 1.6693
C -1.2117 -4.3275 0.3511
C -1.8298 -4.1541 -0.8787
C -1.9507 -5.2482 -1.7218
N -1.5068 -6.4776 -1.4269
C -0.9280 -6.6283 -0.2343
C -0.7638 -5.5982 0.6818
C -0.7260 -1.2085 0.1606
P -1.9052 0.0570 0.5378
C -2.1838 0.4722 2.2659
C -3.4622 0.5846 2.8070
C -3.6120 0.7990 4.1660
C -2.4922 0.9256 4.9815
C -1.2191 0.8504 4.4370
C -1.0591 0.6202 3.0774
C -3.4900 -0.5212 -0.1586
C -4.2504 -1.4931 0.4925
C -5.3472 -2.0662 -0.1436
C -5.6940 -1.6742 -1.4285
C -4.9395 -0.7076 -2.0799
C -3.8421 -0.1371 -1.4505
P 1.0747 -0.7231 0.1466
C 1.8833 -2.3700 -0.1640
C 2.9408 -2.7754 0.6432
C 3.5819 -3.9963 0.4319
C 3.1616 -4.8264 -0.5978
C 2.1120 -4.4268 -1.4210
C 1.4873 -3.2059 -1.2086
C 1.3344 -0.0734 -1.5739
C 2.5814 0.4892 -1.8544
C 2.8767 0.9846 -3.1167
C 1.9179 0.9259 -4.1251
C 0.6762 0.3666 -3.8581
C 0.3865 -0.1288 -2.5899
H -2.1866 -3.1739 -1.1798
H -2.4272 -5.1349 -2.6908
H -0.5632 -7.6251 -0.0027
H -0.2703 -5.7895 1.6280
H -4.3284 0.5437 2.1621
H -4.6049 0.8824 4.5883
H -2.6146 1.1103 6.0431
H -0.3497 1.0009 5.0617
H -0.0641 0.5817 2.6384
H -3.9818 -1.8186 1.4860
H -5.9274 -2.8235 0.3713
H -6.5528 -2.1182 -1.9197
H -5.2063 -0.3946 -3.0827
H -3.2560 0.6166 -1.9601
H 3.2660 -2.1312 1.4527
H 4.4004 -4.2970 1.0750
H 3.6470 -5.7824 -0.7597
H 1.7749 -5.0739 -2.2251
H 0.6746 -2.8921 -1.8557
H 3.3267 0.5417 -1.0653
H 3.8478 1.4251 -3.3129
H 2.1368 1.3236 -5.1094
H -0.0743 0.3180 -4.6396
H -0.5863 -0.5656 -2.3826
O -3.6867 2.6759 0.8272
S -2.4313 3.3201 0.5019
O -2.4784 4.3622 -0.4891
O -1.6136 3.6490 1.6862
S -1.3089 1.7514 -0.5185
```

2S+1   2
Kohn-Sham gap (spin up / spin down)   4.73 / 6.45 eV
LUMO level (spin up / spin down)   2.01 / 2.01 eV
HOMO (spin up / spin down)   -2.716 / -4.437 eV
Energy above the lowest of the compared OMol25 structures with the same formula, charge and spin   39.2 kcal/mol
Charge   -1